66
Properties=species:S:1:pos:R:3:forces:R:3 method="wB97M-V/def2-TZVPD" total_charge=-1 homo_energy_ev=-7.1 max_force_ev_per_a=1.28 e_above_lowest_kj_mol=39.03 e_tot_ev=-47900.1983
O -3.542 -0.588 0.924 -0.3 0.0 0.0
O 1.003 0.904 0.434 -0.4 0.3 0.7
O -1.155 1.059 0.413 -0.1 0.0 0.1
O -1.659 -1.322 -2.810 -0.3 0.2 -0.2
O -2.681 2.460 -2.072 -0.1 -0.5 -0.3
O 1.514 3.751 -3.679 -0.2 0.4 0.1
O 4.752 -0.871 -1.908 -0.2 -0.1 0.1
O -0.850 5.443 2.511 -0.1 -0.4 0.0
O -0.379 -1.972 2.650 0.1 0.0 0.5
O -0.152 -0.576 -0.590 -0.1 0.0 0.2
O 3.386 0.812 1.889 0.3 -0.7 0.1
O -1.128 -4.448 0.699 0.1 -0.5 -0.1
N -0.400 2.598 -4.108 -0.4 0.0 -0.3
N 0.165 3.399 2.609 0.1 -0.2 -0.2
N 0.635 2.384 -2.090 0.0 0.5 0.0
N 0.727 -3.146 4.248 -0.6 0.7 0.0
N 2.908 -2.037 -1.221 -0.2 0.7 -0.3
N -0.109 0.450 0.117 0.4 -0.4 -0.7
N 1.419 -1.011 3.655 -0.5 -0.2 0.0
N -1.100 3.967 0.785 0.0 0.0 0.0
N 2.706 0.129 -1.940 0.5 -0.5 0.0
C 3.259 1.680 2.983 0.2 0.6 -0.2
C 0.610 3.022 -3.299 0.7 -1.0 -0.3
C -0.639 4.344 2.012 0.1 0.3 -0.1
C 3.546 -0.916 -1.694 0.3 0.0 -0.2
C -1.258 -2.647 -3.105 -0.1 0.1 0.6
C 0.273 -4.211 0.618 -0.2 -0.3 0.0
C -3.148 -1.915 0.653 -0.1 -0.7 -0.3
C -3.696 1.603 -2.624 -0.2 0.7 0.2
C 0.517 -2.018 3.483 0.4 -0.2 -0.7
H -1.712 -3.357 -2.403 0.0 0.0 -0.1
H 0.452 -3.152 0.445 0.2 0.0 0.1
H -2.827 -0.021 0.606 0.1 0.0 0.2
H -3.927 -2.633 0.933 -0.2 0.4 0.3
H 3.759 2.635 2.782 -0.1 0.0 0.0
H -0.967 3.021 0.456 -0.1 0.1 0.1
H 1.384 2.599 -1.460 -0.1 0.0 0.1
H -1.617 -2.871 -4.107 0.2 0.0 -0.1
H -2.466 2.076 -1.215 0.1 0.1 0.1
H -1.189 2.099 -3.737 -0.1 0.1 0.1
H 1.726 0.048 -1.744 -0.1 0.3 0.0
H 1.524 -0.372 2.885 0.2 0.1 0.1
H 3.463 -2.842 -1.014 -0.1 -0.1 0.2
H -3.593 0.599 -2.219 -0.2 -0.1 -0.1
H -1.412 -4.274 1.599 0.0 0.3 0.0
H 2.226 1.920 3.251 0.0 -0.2 0.0
H -3.039 -2.089 -0.426 0.4 0.1 0.1
H 1.944 -1.918 -0.957 0.0 -0.5 0.3
H 0.238 2.482 2.193 -0.1 0.0 0.0
H -2.248 -2.206 1.198 0.1 0.2 -0.2
H -0.477 2.986 -5.028 0.1 0.2 0.0
H -0.051 1.697 -1.846 -0.1 0.1 0.0
H -3.643 1.572 -3.714 0.5 0.0 0.0
H -1.448 -1.109 -1.890 0.2 -0.1 0.0
H 3.126 0.976 -2.269 -0.2 0.1 -0.1
H -0.172 -2.765 -3.030 0.0 0.0 -0.2
H 1.613 -3.354 4.662 0.0 -0.2 0.1
H 0.331 3.474 3.594 -0.1 0.2 0.0
H -1.787 4.540 0.333 0.1 0.1 0.0
H 0.670 -4.817 -0.199 -0.1 0.2 -0.1
H 3.777 1.230 3.833 -0.1 -0.1 0.1
H 0.784 -4.565 1.518 0.0 0.3 0.1
H -4.669 2.054 -2.406 -0.1 -0.4 0.2
H 2.064 -1.016 4.420 0.2 0.1 -0.1
H -0.010 -3.818 4.141 0.3 -0.4 0.2
H 2.649 0.843 1.269 -0.1 0.3 0.0